# 1
Entry from the OMol25 dataset: a structure of composition C22H53FN4SbSi4Ti (the ωB97M-V functional and the def2-TZVPD basis).

XYZ file:
```
86
C22H53FN4SbSi4Ti (the ωB97M-V functional and the def2-TZVPD basis)
Ti 0.02104 0.29182 0.16659
N -0.27457 0.25348 2.32426
C -0.50945 1.58312 2.93363
C 0.50246 2.53977 2.34471
N 0.47281 2.50728 0.85918
C -0.39139 3.53274 0.22928
C -1.77318 2.98111 -0.02990
N -1.61966 1.67417 -0.70668
H 0.54311 -0.18077 2.74898
H -1.04616 -0.37786 2.51996
H -1.52877 1.88364 2.69818
H -0.42161 1.55270 4.01957
H 0.34742 3.55416 2.71672
H 1.50243 2.22692 2.65179
H 1.41969 2.69827 0.55227
H -0.43929 4.43803 0.83767
H 0.07273 3.80725 -0.72030
H -2.32055 2.82350 0.89804
H -2.35522 3.68111 -0.62981
H -2.50406 1.17428 -0.68455
H -1.44220 1.82628 -1.69728
C -3.50270 -0.14140 1.48130
Si -2.98577 -1.29469 0.10571
C -3.39463 -3.02008 0.62104
C -3.83746 -0.77497 -1.47775
N -1.20743 -1.14271 -0.12151
C -0.60193 -2.38272 -0.52311
C -0.99863 -3.06810 -1.67348
C -0.51937 -4.33627 -1.95768
C 0.34994 -4.96715 -1.07668
C 0.75276 -4.31597 0.07994
C 0.29416 -3.03635 0.31090
F 0.67629 -2.41045 1.46453
H -4.59469 -0.07450 1.46941
H -3.12859 0.88212 1.40944
H -3.23409 -0.53589 2.46606
H -4.25815 -3.00187 1.29030
H -2.56484 -3.48624 1.15776
H -3.64232 -3.66159 -0.22560
H -4.48168 -1.57676 -1.84597
H -3.12340 -0.54826 -2.27325
H -4.48539 0.09556 -1.33953
H -1.71026 -2.59832 -2.34349
H -0.84718 -4.84409 -2.85459
H 0.70104 -5.96994 -1.27770
H 1.38857 -4.79874 0.80828
C 4.25148 -3.18227 0.48112
Si 4.76138 -1.45464 0.88828
C 6.30217 -0.99298 -0.02992
C 4.88984 -1.17445 2.71178
Sb 2.87047 0.17300 0.14460
Si 4.19574 2.40836 0.04407
C 4.47028 2.91318 1.80743
C 5.81480 2.24493 -0.83975
C 3.16393 3.68659 -0.86506
Si 2.53108 -0.25267 -2.37423
C 3.69283 0.67731 -3.47162
C 2.51763 -2.06647 -2.74151
C 0.78600 0.47111 -2.58434
H 4.74501 -3.86503 1.17944
H 4.56430 -3.45601 -0.52746
H 3.17975 -3.32985 0.56414
H 6.93616 -1.88256 -0.09078
H 6.86791 -0.21757 0.48771
H 6.10432 -0.65864 -1.04926
H 5.71277 -1.77161 3.11628
H 3.97410 -1.47792 3.22337
H 5.08984 -0.12826 2.94945
H 5.14831 2.22193 2.31211
H 3.54654 2.96306 2.38674
H 4.93515 3.90359 1.83402
H 6.57371 1.75594 -0.23066
H 6.16049 3.26209 -1.04856
H 5.74307 1.71780 -1.78914
H 2.52409 4.27926 -0.20570
H 2.55608 3.26646 -1.67147
H 3.85738 4.39119 -1.33214
H 4.71236 0.29462 -3.39064
H 3.70565 1.74645 -3.25288
H 3.37655 0.54917 -4.51116
H 3.35012 -2.58925 -2.27160
H 2.59914 -2.21334 -3.82234
H 1.59224 -2.53553 -2.40155
H 0.79282 1.55023 -2.39961
H 0.05230 -0.03105 -1.93116
H 0.39269 0.30534 -3.59123
```

## Properties
Frontier orbital gap (spin up / spin down): 8.3 / 8.7 eV
HOMO level (spin up / spin down): -13.8 / -13.9 eV
Multiplicity: 2
Largest force on an atom: 0.94 eV/A
E_tot: -3436.38833 Ha
Total charge: +2

# 2
Entry from the OMol25 dataset: a structure of composition C33H41GaO5S3Se2 in a non-equilibrium geometry (the ωB97M-V functional and the def2-TZVPD basis).

XYZ file:
```
85
C33H41GaO5S3Se2 (the ωB97M-V functional and the def2-TZVPD basis)
Ga 1.62229 1.57147 -0.59596
O 0.89901 1.71866 -6.21455
C 1.43295 0.66260 -5.42147
C 1.63973 1.18634 -3.99263
C 2.80206 2.19142 -3.95770
O 4.05767 1.64574 -4.35831
C 0.27637 1.80712 -3.60230
Se 0.23875 2.92861 -1.96791
C 1.83035 -0.06639 -3.19157
Se 3.18792 -0.03253 -1.72500
H 1.53098 1.94278 -6.88004
H 2.39662 0.28339 -5.80431
H 0.68911 -0.14604 -5.38402
H 2.95209 2.60107 -2.91968
H 2.49736 2.97121 -4.67661
H 4.33439 0.86929 -3.79706
H -0.45733 0.98390 -3.57664
H -0.11398 2.52071 -4.35420
H 2.24495 -0.86675 -3.91674
H 0.89846 -0.41819 -2.75056
C -4.86723 -2.32949 5.01409
C -4.87976 -1.33484 6.23477
O -5.72959 -1.39513 7.08739
S -3.45774 -0.29513 6.56939
C -2.60306 -0.09616 5.03822
C -3.23689 0.40552 3.89413
C -2.53259 0.60113 2.72681
C -1.14844 0.41680 2.70521
C -0.50362 -0.06849 3.85927
C -1.24823 -0.43372 5.00578
C -0.43419 0.63426 1.49183
C 0.35186 0.71353 0.53057
H -4.71614 -1.77526 4.07937
H -5.89382 -2.78636 4.98457
H -4.13771 -3.13164 5.21567
H -4.27521 0.62642 3.89846
H -3.06653 0.99174 1.86786
H 0.56946 -0.19465 3.83339
H -0.81915 -1.01404 5.79404
C 6.65071 2.11357 3.31642
C 6.33235 3.20390 2.29570
C 5.39753 2.87645 1.16538
S 3.64884 2.74128 1.71565
O 2.87126 2.78425 0.32918
C 3.19292 4.42039 2.31041
C 1.90282 4.27900 3.15261
C 0.80548 5.30855 2.74147
H 7.19780 2.53111 4.13218
H 7.19476 1.28769 2.87694
H 5.75717 1.63659 3.75703
H 7.22940 3.46599 1.73769
H 5.93883 4.14996 2.75292
H 5.65402 1.95355 0.66110
H 5.31325 3.63204 0.34657
H 3.11418 5.07662 1.48170
H 3.94511 4.72510 3.02264
H 2.23486 4.36225 4.18351
H 1.53925 3.28771 3.01719
H 1.31448 6.20323 2.37959
H 0.08494 5.52198 3.52505
H 0.28635 4.92614 1.83521
O -0.95417 -1.94908 -1.83784
S -2.37629 -2.19539 -1.78483
C -2.78210 -2.91490 -3.39365
C -4.13833 -3.11175 -3.68912
C -4.48066 -3.56566 -4.95641
C -3.49729 -3.86574 -5.91748
C -2.14131 -3.75842 -5.55720
C -1.78540 -3.20225 -4.30583
C -2.59739 -3.66274 -0.76067
C -3.88483 -3.79016 -0.24064
C -4.10469 -4.77729 0.70303
C -3.02783 -5.54272 1.13689
C -1.77301 -5.42696 0.55673
C -1.51142 -4.44278 -0.41220
H -4.89518 -2.77385 -2.95447
H -5.54284 -3.59294 -5.23070
H -3.78982 -4.18666 -6.92971
H -1.38262 -3.99246 -6.27632
H -0.77157 -3.08790 -3.94869
H -4.67642 -3.13212 -0.60634
H -5.12970 -5.00958 0.96318
H -3.20256 -6.21266 1.95199
H -0.94606 -6.01385 0.91378
H -0.54601 -4.16841 -0.90322
```

## Properties
Frontier orbital gap: 7.5 eV
HOMO level: -7.4 eV
Largest force on an atom: 3.79 eV/A
E_tot: -9580.35864 Ha

# 3
Entry from the OMol25 dataset: a cluster of 2 separate species, C16H38BN3O10P2S in total in a non-equilibrium geometry (the ωB97M-V functional and the def2-TZVPD basis).

XYZ file:
```
71
C16H38BN3O10P2S (the ωB97M-V functional and the def2-TZVPD basis)
C 3.42810 0.51195 1.81553
O 2.19447 0.07289 1.25274
C 2.14810 0.45652 -0.11528
C 0.80151 0.18188 -0.72888
C -0.43193 0.63853 0.06967
C -1.58512 1.01727 -0.88249
C -1.98181 2.48582 -0.97251
P -3.28611 3.09945 0.22513
P -3.76043 1.43019 1.54680
O -2.56619 0.78216 2.07492
O -4.67587 2.04557 2.70543
O -4.70982 0.44760 0.74876
O -2.76272 2.57202 -2.24021
S -1.80454 2.75544 -3.47651
O -2.31839 3.73352 -4.36401
O -1.41339 1.52240 -4.05795
O -0.55902 3.30781 -2.64555
C -0.91646 3.56056 -1.24272
C 0.40308 3.50791 -0.48512
C 0.35608 3.70587 1.03126
C 1.48679 2.90669 1.67417
N 1.07898 1.84322 2.52360
O 2.64902 3.20769 1.44178
B -1.48476 5.10928 -1.34579
N -0.83443 6.27103 -0.73138
O -2.64749 5.32549 -2.03641
H 3.73446 -0.17166 2.59639
H 4.20011 0.61297 1.06043
H 3.28845 1.50115 2.25371
H 2.49690 1.47990 -0.25804
H 2.86913 -0.16701 -0.65306
H 0.70080 -0.89085 -0.86958
H 0.81554 0.60726 -1.72893
H -0.77167 -0.21951 0.63132
H -0.20747 1.39180 0.80832
H -2.46714 0.48335 -0.54771
H -1.36990 0.61627 -1.86094
H -2.67322 3.99442 1.11491
H -4.69666 3.00834 2.69993
H -5.49962 0.92165 0.45064
H 1.05436 4.25592 -0.91898
H 0.90937 2.56687 -0.67059
H 0.52498 4.73226 1.32731
H -0.55875 3.33650 1.46487
H 1.60599 0.99752 2.32978
H 1.20770 2.07649 3.49938
H -0.95732 6.32893 0.26846
H 0.14158 6.37801 -0.97251
H -2.45853 5.55343 -2.95653
C 1.16384 -7.54373 -0.37749
C 1.63080 -6.25189 0.27617
N 1.54754 -5.10176 -0.60266
C 2.23363 -3.93192 -0.08466
C 1.70570 -3.28844 1.20307
C 0.24494 -4.85610 -1.19570
C -0.94873 -4.63547 -0.25535
H 1.71434 -7.73417 -1.29950
H 1.33553 -8.38006 0.30116
H 0.09791 -7.52632 -0.60678
H 2.67937 -6.37635 0.55945
H 1.07201 -6.10793 1.21505
H 2.26199 -3.17367 -0.87350
H 3.27949 -4.21206 0.07888
H 0.79234 -2.72084 1.03078
H 2.44330 -2.58446 1.58994
H 1.51473 -4.02394 1.98551
H 0.00920 -5.69727 -1.85209
H 0.33349 -3.99953 -1.86892
H -0.96205 -5.34979 0.56889
H -1.88075 -4.76686 -0.80897
H -0.96538 -3.63024 0.16315
```

## Properties
Frontier orbital gap: 8.0 eV
HOMO level: -8.0 eV
Largest force on an atom: 1.86 eV/A
E_tot: -2654.89968 Ha
SMILES: COCCCC[C@]1(PP(=O)(O)O)OS(=O)(=O)O[C@@]1(CCC(N)=O)B(N)O.CCN(CC)CC

For reference, energy relative to the best compared isomer or geometry (same formula, charge and spin) by record: 0.00 0.00 0.00 kJ/mol.